(1)
20
Properties=species:S:1:pos:R:3:forces:R:3 method="wB97M-V/def2-TZVPD" gap_ev=5.68 de_lowest_kcal_mol=20.82 energy_ev=-31076.6973 total_charge=-2
C 0.0478 2.0828 -0.7615 -0.44 2.09 0.47
C 2.5506 -1.1790 0.7106 -1.61 1.45 1.41
C 0.4331 0.9408 0.0367 2.15 -3.04 4.11
C -0.6542 -0.9171 0.2132 0.04 2.09 0.72
O -2.4457 0.8102 1.4335 0.01 0.27 1.52
O -2.6870 0.6427 -1.0879 0.90 -0.10 -0.24
O -3.2726 -1.3669 0.2304 0.72 0.09 0.03
O -0.3491 -1.6280 -0.7679 0.25 -1.23 -0.32
P 2.0502 0.1863 -0.5075 0.77 1.48 0.75
P -2.2471 0.0118 0.2107 -1.47 -0.58 -1.03
H 0.2417 3.0913 -0.3078 -0.15 -0.64 0.00
H -0.9771 2.0362 -1.0533 -0.87 0.08 -0.34
H 0.6535 2.0599 -1.6058 0.90 0.29 -2.23
H 1.9153 -1.9935 0.4082 -0.32 -0.54 0.19
H 2.1813 -0.8271 1.7759 1.34 -0.88 -1.83
H 3.5913 -1.4763 0.5560 -0.02 0.36 0.57
H 0.6943 1.2239 1.1220 -0.72 -0.40 -1.15
H -0.3216 -1.2020 1.3031 -0.28 0.51 -1.33
H -2.9366 -1.7275 -0.6106 -0.45 -0.27 0.28
H 1.5318 -0.7684 -1.2979 -0.75 -1.03 -1.59

---

(2)
27
Properties=species:S:1:pos:R:3:forces:R:3 method="wB97M-V/def2-TZVPD" gap_ev=8.81 smiles="O=C(O)CNC[C@@H](O)c1ccccc1" de_lowest_kcal_mol=170.76 energy_ev=-18206.6458 total_charge=0
O -1.3885 3.3735 -0.6118 4.91 -5.04 4.46
C -0.5661 2.4921 0.0006 -3.70 1.95 -5.51
O 0.5184 2.0464 -0.7806 -0.88 1.18 3.21
C -0.9634 1.4961 1.1937 2.51 4.76 3.18
N -1.8949 0.5780 0.9071 -1.07 -2.69 -2.33
C -1.8363 -0.0682 -0.3590 0.99 -0.80 -0.98
C -1.2111 -1.5504 -0.3942 -3.61 0.48 -2.92
O -1.3065 -1.8622 -1.9205 -3.81 0.82 -0.77
C 0.1716 -1.3285 -0.1723 4.33 1.06 0.75
C 0.8992 -0.5693 -1.1675 1.61 0.73 -0.18
C 2.1592 0.1828 -0.9088 0.94 -4.73 1.33
C 2.8561 -0.2520 0.3279 -2.16 0.72 -3.24
C 2.1350 -1.0086 1.2119 0.65 -0.81 3.53
C 0.8012 -1.5439 1.0617 1.82 -0.36 -0.37
H 1.1332 1.3751 -0.2654 -1.77 1.84 -0.93
H 0.0616 1.1121 1.7244 -2.05 1.00 -1.10
H -1.6471 2.1442 1.8553 2.29 -0.05 -0.01
H -2.5268 0.2908 1.6287 -0.17 0.00 -0.20
H -0.9246 0.5059 -1.0446 -3.81 -1.32 1.52
H -2.9065 -0.1416 -0.6999 1.18 0.17 -0.60
H -1.7286 -2.3005 0.3065 0.70 0.93 -1.35
H -2.2436 -1.4707 -2.5438 4.11 -1.58 3.74
H 0.3693 -0.6518 -2.1482 0.88 0.91 0.80
H 2.8984 0.7394 -1.5438 -1.80 -0.54 -0.24
H 3.9450 -0.1310 0.3353 -0.58 0.49 0.75
H 2.7239 -1.1079 2.2265 -1.49 -0.60 -1.91
H 0.4719 -2.3497 1.7808 -0.01 1.49 -0.62

---

(3)
33
Properties=species:S:1:pos:R:3:forces:R:3 method="wB97M-V/def2-TZVPD" gap_ev=7.21 de_lowest_kcal_mol=96.19 energy_ev=-37452.1573 total_charge=-1
C -3.0459 0.2925 0.3469 0.43 -0.21 1.16
C -2.4721 -2.0738 -0.2056 -1.13 2.40 0.28
C 3.0901 1.9080 0.3826 0.68 -3.59 0.70
C 2.2555 0.0968 -1.1697 1.34 -0.73 -0.93
C -1.3495 -0.1697 -2.8160 -0.38 0.54 0.47
C -2.7507 -0.6304 -0.7757 1.17 -1.61 -0.56
C 1.8689 1.1946 -0.2269 0.74 -0.39 0.32
C -1.5578 -0.1664 -1.5076 -0.58 -0.95 -1.77
C 0.8645 0.6633 0.7227 -0.35 -0.67 3.03
O 2.5814 -0.2682 2.7782 -1.14 1.27 0.20
O 0.1415 -1.0960 2.7219 1.24 1.57 -0.23
O 1.9149 -1.8363 1.1870 -0.64 0.32 -1.09
S 0.3104 1.8605 1.9769 0.08 0.24 0.15
S 1.5309 -0.5714 1.8083 -0.44 -3.25 0.52
H -3.8586 -0.1118 0.9625 -0.69 0.81 -0.48
H -3.0471 1.3257 -0.0320 -0.64 -0.25 0.66
H -2.2431 0.1706 1.0725 0.57 0.58 -0.07
H -3.4324 -2.4200 0.1349 -0.31 -0.44 0.56
H -1.8306 -1.7970 0.6027 0.56 -0.68 0.88
H -2.0331 -2.8106 -0.8140 0.63 -0.55 -1.13
H 3.3227 1.3352 1.3180 0.04 0.75 -0.60
H 4.0166 1.8922 -0.1791 0.04 -0.18 -0.68
H 2.9117 2.8756 0.6257 -0.79 2.95 0.87
H 2.7474 -0.8219 -0.8016 -0.33 0.66 0.55
H 3.0190 0.5911 -1.7571 0.12 -0.25 -1.05
H 1.4262 -0.2698 -1.7691 -0.10 0.23 -0.17
H -0.3894 0.2192 -3.1919 -0.73 -0.56 -0.25
H -2.2108 -0.4762 -3.3846 0.14 0.13 -1.07
H 1.3463 1.8048 2.8855 -0.41 0.32 -0.48
H -3.5481 -0.6574 -1.4588 -1.41 -0.16 -1.05
H 1.3114 1.8787 -0.8274 -0.42 0.84 -0.51
H -0.7214 -0.0072 -0.9570 2.26 0.95 2.23
H -0.1683 -1.9249 2.3480 0.43 -0.10 -0.48

---

(4)
68
Properties=species:S:1:pos:R:3:forces:R:3 method="wB97M-V/def2-TZVPD" gap_ev="8.13 / 7.74" de_lowest_kcal_mol=0.02 spin_multiplicity=5 energy_ev=-180232.9076 s_squared=6.0099 total_charge=+1
Fe -1.2495 -0.9997 -0.8840 0.30 -0.25 0.48
C -3.2622 -2.6494 0.7699 -0.06 0.05 0.05
C -3.0211 -3.4369 -0.5108 0.00 0.03 -0.03
N -1.6512 -3.2457 -1.0432 0.06 -0.13 -0.04
C -0.6384 -4.1773 -0.5050 -0.03 -0.03 0.02
C -0.2220 -3.8711 0.9287 -0.06 -0.01 -0.10
S 0.1479 -2.1056 1.1344 0.03 0.08 0.15
C -1.0081 -1.5770 2.4430 -0.01 0.02 -0.01
C -2.2184 -0.7720 1.9571 0.03 0.04 0.00
N -2.7520 -1.2662 0.6744 -0.05 -0.05 0.10
H -4.3299 -2.6650 1.0051 0.04 0.01 -0.03
H -2.7637 -3.1271 1.6081 -0.01 -0.04 0.00
H -3.2316 -4.4962 -0.3328 0.03 0.01 0.01
H -3.7168 -3.0948 -1.2756 0.02 0.00 0.00
H -1.6917 -3.4357 -2.0387 -0.01 -0.01 0.00
H -1.0011 -5.2099 -0.5589 0.02 0.03 0.01
H 0.2360 -4.1066 -1.1542 0.00 0.03 0.01
H -0.9774 -4.1711 1.6524 -0.01 0.03 -0.01
H 0.6815 -4.4331 1.1626 -0.01 0.02 -0.01
H -1.2954 -2.4695 2.9967 -0.01 -0.01 -0.01
H -0.4284 -0.9579 3.1268 0.02 0.02 -0.01
H -2.9833 -0.7972 2.7413 0.02 0.02 0.00
H -1.9324 0.2699 1.8064 0.02 -0.02 -0.02
H -3.4935 -0.6400 0.3738 -0.02 -0.02 0.02
Cl -5.2144 2.5920 -5.7908 -0.01 0.00 -0.02
C -4.1738 2.0380 -4.5246 -0.02 -0.04 -0.02
C -3.9248 0.6827 -4.3904 0.03 0.14 0.06
C -3.0911 0.2960 -3.3619 0.11 -0.11 0.16
Cl -2.7429 -1.4075 -3.1027 -0.19 0.22 -0.44
C -2.4724 1.1602 -2.4533 -0.06 0.06 -0.08
O -1.6692 0.7381 -1.5006 -0.16 0.14 -0.12
C -2.7742 2.5216 -2.6394 0.03 -0.08 0.02
Cl -2.0750 3.6739 -1.5618 0.04 -0.01 0.03
C -3.6063 2.9567 -3.6530 0.00 -0.09 -0.01
H -4.3652 -0.0408 -5.0588 -0.02 -0.01 -0.03
H -3.8096 4.0116 -3.7615 -0.01 0.02 -0.02
C 2.4203 5.1382 -1.3118 0.00 0.03 0.00
C 3.0236 4.0182 -1.8601 0.01 -0.05 -0.01
C 2.6350 2.7469 -1.4567 0.00 0.00 -0.07
C 1.6335 2.5972 -0.5075 0.02 -0.03 0.05
C 1.0257 3.7222 0.0370 -0.06 0.01 -0.02
C 1.4210 4.9891 -0.3606 0.01 0.02 0.00
As 1.0495 0.8342 0.0808 0.05 0.06 -0.11
C 2.6914 -0.1847 -0.0231 0.00 -0.02 -0.05
C 3.2347 -0.7797 -1.1516 0.02 -0.01 0.02
C 4.3915 -1.5402 -1.0328 -0.01 0.00 -0.03
C 4.9827 -1.7154 0.2118 0.02 -0.01 0.00
C 4.4293 -1.1387 1.3447 -0.02 0.02 -0.02
C 3.2777 -0.3676 1.2340 0.01 -0.04 -0.04
C 2.5626 0.2796 2.3489 -0.01 0.03 0.06
C 2.9403 0.2423 3.6876 -0.03 0.01 -0.03
C 2.1757 0.9001 4.6387 0.02 -0.01 0.02
C 1.0336 1.5995 4.2688 -0.02 0.01 0.00
C 0.6426 1.6348 2.9369 0.00 -0.05 0.00
C 1.4056 0.9770 1.9823 -0.06 -0.02 0.03
H 2.7298 6.1271 -1.6223 0.00 0.01 0.00
H 3.8047 4.1291 -2.6004 0.01 0.00 0.00
H 3.1276 1.8816 -1.8827 0.00 0.00 0.02
H 0.2357 3.6221 0.7714 0.00 -0.02 0.02
H 0.9493 5.8612 0.0726 -0.01 0.01 0.00
H 2.7724 -0.6501 -2.1243 0.00 0.00 0.01
H 4.8334 -1.9954 -1.9094 0.00 0.00 0.00
H 5.8832 -2.3082 0.2990 0.01 -0.01 0.00
H 4.9002 -1.2928 2.3067 0.00 0.00 0.02
H 3.8312 -0.2905 3.9926 0.02 -0.01 0.00
H 2.4766 0.8754 5.6774 0.00 0.00 0.01
H 0.4513 2.1185 5.0182 -0.01 0.01 0.01
H -0.2502 2.1814 2.6555 -0.01 0.00 -0.01

---

(5)
39
Properties=species:S:1:pos:R:3:forces:R:3 method="wB97M-V/def2-TZVPD" gap_ev=7.70 energy_ev=-69776.2902 total_charge=0
Cl 2.6690 -1.1564 2.5801 -0.37 0.18 0.19
B 1.2239 -0.0756 2.9794 1.14 0.22 0.58
Cl 0.6145 -0.2354 4.7391 0.12 -0.05 -0.49
Cl 1.6706 1.7343 2.6613 -0.22 -0.20 0.05
O 0.1190 -0.4769 2.0818 -2.38 0.86 -1.31
C -0.8051 0.3109 1.6241 1.74 0.14 2.23
C -2.0626 0.3900 2.3374 -0.87 -0.93 0.02
C -2.6119 1.6452 2.6804 0.08 -0.37 -0.68
C -3.8065 1.7135 3.3850 -0.05 -0.39 0.22
C -4.4641 0.5277 3.7583 1.14 -0.13 -0.68
Cl -5.9582 0.5951 4.5839 -0.25 0.07 0.15
C -3.8988 -0.7252 3.4619 0.05 0.22 0.04
C -2.6915 -0.7969 2.7849 0.14 0.70 0.01
H -0.5728 1.1236 0.9375 0.31 -0.08 0.20
H -2.0667 2.5457 2.3933 -0.29 -0.15 0.07
H -4.2439 2.6680 3.6598 0.12 -0.12 -0.05
H -4.3990 -1.6352 3.7746 0.01 0.16 0.00
H -2.2057 -1.7446 2.5763 -0.18 0.05 0.01
C 0.9781 -2.4417 -3.6976 -0.05 -0.18 -0.17
C 1.6403 -1.1311 -3.3994 -0.11 -0.21 -0.15
N 1.3397 -0.4444 -2.2716 0.21 0.47 0.13
B 0.2465 -1.0068 -1.2446 -1.34 0.10 1.44
H -0.1405 -0.2577 -0.2130 0.79 -0.65 -1.93
C 1.9791 0.7246 -2.0340 -0.05 0.16 -0.05
C 1.6624 1.4749 -0.7872 0.08 0.46 0.24
C 2.9054 1.2556 -2.9292 -0.04 -0.27 -0.18
C 3.2094 0.5693 -4.1011 -0.27 -0.17 0.24
C 2.5602 -0.6458 -4.3221 0.21 0.32 0.00
H 1.3496 -2.7724 -4.6702 -0.11 -0.08 0.13
H 1.2220 -3.2168 -2.9620 -0.11 0.29 0.03
H -0.1119 -2.3584 -3.7612 0.20 0.07 0.20
H -0.8185 -1.1626 -1.8252 0.47 -0.24 -0.20
H 0.6843 -1.9871 -0.6687 -0.02 0.05 -0.43
H 2.2258 2.4129 -0.7884 -0.07 -0.15 0.08
H 0.5949 1.7252 -0.7291 0.31 -0.13 -0.06
H 1.9410 0.9198 0.1172 -0.13 0.03 -0.27
H 3.3556 2.2110 -2.6712 -0.01 -0.25 -0.18
H 3.9254 0.9673 -4.8225 -0.23 -0.13 0.24
H 2.7411 -1.2437 -5.2181 0.02 0.30 0.34